{
  "formula": "C23H39BrO11S4",
  "method": "ωB97M-V with the def2-TZVPD basis set",
  "species": ["C", "C", "Br", "C", "C", "C", "C", "O", "O", "C", "O", "H", "H", "H", "H", "H", "H", "H", "O", "S", "O", "C", "C", "C", "C", "H", "H", "H", "H", "H", "H", "H", "H", "O", "S", "O", "C", "C", "C", "C", "H", "H", "H", "H", "H", "H", "H", "H", "O", "S", "O", "C", "C", "C", "C", "H", "H", "H", "H", "H", "H", "H", "H", "O", "S", "O", "C", "C", "C", "C", "H", "H", "H", "H", "H", "H", "H", "H"],
  "xyz": [[3.089509, 2.287690, -2.644489], [1.864124, 3.212411, -2.381481], [2.210136, 5.004862, -3.175051], [1.498760, 3.405656, -0.884834], [2.675286, 3.512595, 0.052302], [3.776283, 4.212794, -0.184000], [4.689517, 4.100720, 1.022134], [5.801818, 4.447733, 1.011184], [3.976482, 3.510806, 2.027650], [2.859717, 2.922662, 1.428366], [2.260023, 2.112574, 2.004343], [3.910308, 2.896274, -3.038433], [2.786315, 1.513998, -3.363992], [3.442349, 1.755713, -1.752602], [1.005491, 2.751318, -2.877838], [0.866043, 4.305562, -0.833525], [0.818042, 2.570333, -0.633879], [4.055959, 4.804328, -1.048369], [-0.406631, -0.842102, 0.793582], [0.406021, -0.483315, -0.346011], [0.163960, 0.727543, -1.104784], [2.123464, -0.535337, 0.144726], [2.545492, -1.976383, -0.120907], [1.934420, -2.346351, -1.477283], [0.475974, -1.880320, -1.465038], [2.217382, -0.242139, 1.187704], [2.671372, 0.159933, -0.491584], [3.630557, -2.080091, -0.122968], [2.144793, -2.632576, 0.655964], [2.478289, -1.832886, -2.274896], [2.001599, -3.415963, -1.672113], [0.146266, -1.568036, -2.451022], [-0.187431, -2.654512, -1.079014], [-1.133126, 6.438800, 3.673242], [-1.091033, 5.179272, 2.973670], [-1.001361, 5.110200, 1.535614], [0.199985, 4.172629, 3.688117], [-0.487873, 3.419474, 4.820269], [-1.839737, 2.965958, 4.256593], [-2.462781, 4.166073, 3.534211], [1.017204, 4.806812, 4.026584], [0.549635, 3.487611, 2.917657], [0.111957, 2.576043, 5.161234], [-0.646797, 4.087260, 5.670929], [-1.681956, 2.150760, 3.546162], [-2.499552, 2.593671, 5.040438], [-3.054832, 3.859624, 2.674612], [-3.070738, 4.768956, 4.207198], [0.952607, -4.196618, 2.341129], [-0.477690, -4.322235, 2.191567], [-1.092266, -4.573165, 0.910343], [-1.066737, -5.534958, 3.366300], [-1.357021, -4.727109, 4.626932], [-2.057985, -3.449409, 4.150361], [-1.261373, -2.904031, 2.958821], [-0.311434, -6.304649, 3.510889], [-1.978297, -5.974224, 2.960529], [-1.972400, -5.289606, 5.328816], [-0.421260, -4.469624, 5.129306], [-3.075725, -3.690489, 3.833608], [-2.130357, -2.707887, 4.945780], [-1.903101, -2.413444, 2.232199], [-0.477276, -2.221078, 3.279772], [-0.588201, -2.711203, -4.195920], [-1.249812, -1.818014, -5.116694], [-0.673282, -0.555148, -5.501435], [-1.677366, -2.738271, -6.587943], [-3.058029, -3.311646, -6.285481], [-3.843002, -2.178221, -5.614553], [-2.931964, -1.556378, -4.549618], [-0.925065, -3.501257, -6.776617], [-1.716147, -2.034214, -7.419350], [-3.550630, -3.664707, -7.190952], [-2.969174, -4.156379, -5.597874], [-4.103649, -1.424777, -6.361501], [-4.772897, -2.536816, -5.174064], [-3.108841, -0.488963, -4.437670], [-3.042312, -2.054120, -3.587047]],
  "forces_ev_per_angstrom": [[-0.4, 0.2, -0.2], [0.6, -0.6, 0.8], [-0.3, -0.4, -0.1], [-0.7, -0.5, -0.2], [-0.2, 0.6, -0.5], [0.5, 0.0, 0.9], [-2.4, 0.3, -2.3], [2.3, 0.5, 1.2], [0.5, -0.4, 0.0], [0.8, 1.9, -1.3], [-1.7, -1.9, 1.2], [0.0, -0.5, 0.0], [0.3, 0.3, 0.0], [-0.2, 0.3, -0.1], [0.0, 0.7, 0.0], [0.3, -0.2, 0.4], [0.6, 0.4, 0.1], [0.0, -0.2, 0.1], [-0.2, 0.3, 0.0], [0.5, -0.4, -0.3], [-0.4, -0.3, 0.2], [0.3, -0.2, 0.2], [-0.1, -0.1, 0.0], [0.1, 0.0, 0.0], [0.1, -0.2, -0.2], [-0.1, 0.1, 0.0], [-0.1, 0.0, 0.0], [0.0, 0.0, 0.0], [0.0, 0.0, 0.0], [0.0, 0.0, 0.0], [-0.1, 0.0, 0.0], [-0.1, 0.1, 0.2], [0.0, 0.1, 0.1], [0.0, 0.1, -0.2], [0.1, -0.3, 0.0], [0.0, 0.3, 0.0], [0.2, -0.2, 0.2], [-0.1, 0.0, 0.1], [0.1, -0.1, 0.0], [-0.3, -0.3, 0.2], [-0.1, 0.1, -0.1], [-0.1, 0.0, 0.0], [0.0, 0.0, 0.0], [0.0, 0.0, 0.0], [0.0, 0.0, 0.0], [0.0, 0.0, 0.0], [0.0, 0.2, -0.1], [0.1, 0.1, -0.1], [0.0, -0.1, -0.3], [-0.4, 0.1, 0.1], [0.4, 0.0, -0.1], [-0.1, -0.2, 0.4], [0.0, 0.1, 0.0], [0.0, -0.1, 0.0], [-0.3, 0.2, 0.4], [0.0, 0.0, -0.2], [0.0, 0.0, -0.1], [0.0, 0.0, 0.0], [0.0, 0.0, 0.0], [0.0, 0.0, 0.0], [0.0, 0.0, 0.0], [0.2, 0.0, -0.1], [0.1, -0.1, -0.1], [0.1, 0.1, -0.1], [-0.3, 0.1, -0.4], [0.3, -0.1, 0.3], [-0.2, -0.3, -0.2], [0.0, 0.0, 0.1], [0.0, 0.0, -0.1], [-0.5, 0.0, 0.1], [0.1, 0.1, 0.1], [0.1, 0.0, 0.1], [0.0, 0.0, 0.0], [0.0, 0.0, 0.0], [0.0, 0.0, 0.0], [0.0, 0.0, 0.0], [0.2, 0.0, 0.1], [0.1, 0.0, 0.0]],
  "de_lowest_kcal_mol": 0.0,
  "orbital_gap_ev": 9.68,
  "total_energy_ha": -5894.16392,
  "smiles": "C[C@H](Br)CC1=CC(=O)OC1=O.O=S1(=O)CCCC1.O=S1(=O)CCCC1.O=S1(=O)CCCC1.O=S1(=O)CCCC1",
  "total_charge": 0,
  "homo_ev": -10.0,
  "fmax_ha_per_bohr": 0.066
}